No. 1
Density functional theory data (wB97M-V/def2-TZVPD) for a 2-piece molecular cluster, C5H5N overall in a non-equilibrium geometry.

Computed properties:
multiplicity: 1
E_LUMO (spin up / spin down): -0.988 / -0.991 eV
gap between HOMO and LUMO (spin up / spin down): 8.6 / 8.6 eV

Structure (XYZ):
```
11
C5H5N wB97M-V/def2-TZVPD
C 3.223 0.613 0.056
C 2.304 -0.152 -0.036
C -0.385 -0.761 0.035
C -1.926 -0.669 0.070
C -1.009 0.546 0.029
N 0.557 -1.485 0.039
H 3.886 1.518 -0.067
H -2.349 -1.025 -0.816
H -2.340 -1.004 1.013
H -0.749 1.419 0.713
H -1.211 0.999 -1.035
```

---

No. 2
Density functional theory data (wB97M-V/def2-TZVPD) for a single C5H5N molecule in a non-equilibrium geometry.

Computed properties:
multiplicity: 1
E_LUMO: 0.366 eV
SMILES: CCC#CC#N
gap between HOMO and LUMO: 10.7 eV

Structure (XYZ):
```
11
C5H5N wB97M-V/def2-TZVPD
C 1.421 0.246 -0.908
C 0.241 -0.646 -0.519
C -0.992 0.059 -0.194
C -1.866 0.525 0.505
C -2.213 0.554 1.847
N -2.278 0.431 2.999
H 1.359 1.208 -0.393
H 1.453 0.431 -1.983
H 2.354 -0.241 -0.609
H 0.442 -1.090 0.468
H 0.080 -1.477 -1.210
```

---

No. 3
Density functional theory data (wB97M-V/def2-TZVPD) for C5H5N as an isolated structure in a non-equilibrium geometry.

Computed properties:
multiplicity: 1
E_LUMO (spin up / spin down): 0.457 / 0.456 eV
gap between HOMO and LUMO (spin up / spin down): 8.1 / 8.1 eV

Structure (XYZ):
```
11
C5H5N wB97M-V/def2-TZVPD
C 0.672 -0.311 0.712
C -0.515 0.639 0.686
C -0.918 -0.769 0.846
N -0.190 -0.822 -0.931
C 1.022 -0.023 -0.713
C -0.265 0.678 -0.832
H 1.308 -0.738 1.462
H -0.574 1.454 1.398
H -1.770 -1.228 0.365
H 1.926 -0.091 -1.321
H -0.695 1.211 -1.673
```

---

No. 4
Density functional theory data (wB97M-V/def2-TZVPD) for a single C5H5N molecule in a non-equilibrium geometry.

Computed properties:
multiplicity: 1
E_LUMO: 0.581 eV
SMILES: C=C1C[C@@H]1C#N
gap between HOMO and LUMO: 10.3 eV

Structure (XYZ):
```
11
C5H5N wB97M-V/def2-TZVPD
C -0.345 1.125 -1.019
C -0.362 -0.101 -0.528
C -0.951 -0.676 0.754
C 0.582 -0.970 0.178
C 1.450 0.046 0.640
N 1.906 1.078 0.674
H 0.503 1.458 -1.703
H -1.219 1.810 -0.967
H -1.452 -1.544 0.408
H -1.026 -0.259 1.735
H 0.913 -1.968 -0.173
```

---

No. 5
Density functional theory data (wB97M-V/def2-TZVPD) for a 2-piece molecular cluster, C5H5N overall in a non-equilibrium geometry.

Computed properties:
multiplicity: 1
E_LUMO: -0.794 eV
SMILES: C=C=C=CC#N.[H][H]
gap between HOMO and LUMO: 8.9 eV

Structure (XYZ):
```
11
C5H5N wB97M-V/def2-TZVPD
C -2.022 -0.178 -0.978
C -0.898 -0.858 -0.873
C 0.283 -1.001 -0.435
C 1.347 -0.658 0.274
C 2.380 0.180 -0.259
N 3.192 0.900 -0.664
H -2.148 0.566 -1.759
H -2.820 -0.306 -0.251
H 1.414 -0.922 1.326
H -0.801 1.215 0.373
H -0.113 1.153 0.658
```

---

No. 6
Density functional theory data (wB97M-V/def2-TZVPD) for C5H5N as an isolated structure in a non-equilibrium geometry.

Computed properties:
multiplicity: 1
E_LUMO: 0.216 eV
gap between HOMO and LUMO: 10.3 eV

Structure (XYZ):
```
11
C5H5N wB97M-V/def2-TZVPD
C -2.603 -0.239 -0.504
C -1.522 -0.134 -0.040
C 0.913 -1.044 0.068
C 1.053 0.958 -0.225
C 0.330 0.059 0.825
N 1.526 -0.326 -0.829
H -3.551 -0.432 -1.027
H 0.876 -2.118 0.335
H 0.594 1.702 -0.892
H 2.052 1.371 0.350
H 0.334 0.204 1.939
```

---

Calculated E, -247.9800, -248.1737, -247.9609, -248.1365, -248.1050, -248.0403 a.u. (same order as the records).